Record 1
# C9H17N3O

A 2-piece molecular cluster, C9H17N3O overall in a non-equilibrium geometry (ωB97M-V/def2-TZVPD, the OMol25 dataset).

```
30
Properties=species:S:1:pos:R:3:forces:R:3
C 0.716 2.423 0.873 0.8990 -1.1679 0.3797
C 0.631 3.907 0.610 0.3847 0.2010 0.7894
C 3.081 1.784 0.542 0.3914 -1.0597 -1.1036
C 0.077 1.250 -1.735 -0.1474 -0.0271 0.0720
C 1.494 1.352 -1.219 0.1809 -1.0883 0.1590
O 2.396 0.956 -1.934 0.1417 0.3117 -0.2066
N 1.705 1.652 0.102 -0.4828 0.9480 -0.2516
H 1.037 2.302 1.904 0.0998 0.0210 0.2700
H -0.201 1.830 0.843 -0.3567 0.6804 -0.2124
H 1.581 4.429 0.767 0.3443 -0.5409 -0.5556
H 0.130 4.317 1.485 -0.9956 0.2584 -0.4399
H 3.153 1.407 1.556 0.1431 0.8362 0.4022
H -0.681 1.669 -1.088 -0.1726 0.1039 0.0171
H 0.235 4.172 -0.362 -0.3350 0.1884 0.0784
H 3.670 1.072 -0.034 -0.0676 -0.1058 -0.1343
H 3.530 2.740 0.249 -0.1697 0.1495 0.8528
H 0.019 1.709 -2.712 0.0485 0.2134 -0.2005
H -0.125 0.186 -1.885 0.0710 0.0753 0.1029
C -0.367 -2.220 2.038 0.9681 0.1359 0.3274
C -2.125 -2.257 -1.008 0.6363 0.2344 -0.3033
C -1.359 -2.343 0.971 0.5718 -0.5762 0.2126
C -2.620 -3.059 0.947 -0.7917 0.0112 0.2181
N -1.081 -1.932 -0.266 -0.4882 0.4148 -0.3975
N -3.093 -2.904 -0.282 0.0081 -0.4551 -0.4804
H -2.195 -2.114 -2.079 -0.1013 0.1094 0.1105
H -3.902 -3.352 -0.696 -0.0676 0.0770 0.2350
H -3.174 -3.659 1.653 0.2402 0.1757 0.3346
H -0.386 -1.278 2.599 -0.3784 0.0878 -0.2640
H 0.616 -2.231 1.556 -0.0878 0.0987 -0.0284
H -0.351 -3.000 2.789 -0.4865 -0.3110 0.0160
```
Forces are in eV/Å.

As for the net charge: +1. As for the expectation value of S²: 0.762. As for the relative energy (zero: lowest compared OMol25 entry of this formula, charge and spin): 0.0 kcal per mole. Its calculated total energy is -16118.0755 eV. The spin multiplicity is 2. The LUMO energy (spin up / spin down) is -4.012 / -7.955 eV. The value obtained for the HOMO-LUMO gap (spin up / spin down) is 7.33 / 3.39 eV.

Record 2
# C9H17N3S2

C9H17N3S2 as an isolated structure in a non-equilibrium geometry (ωB97M-V/def2-TZVPD, the OMol25 dataset).

```
31
Properties=species:S:1:pos:R:3:forces:R:3
C 3.464 -0.383 -2.547 -0.8714 0.0198 0.2320
C 2.122 0.203 -3.007 -0.1530 -0.5273 0.2977
C 1.984 1.682 -2.655 -0.4847 0.0443 -0.3988
C 0.641 2.318 -3.086 -0.1514 -0.1278 0.3703
C -0.434 2.337 -1.990 -0.1108 0.1972 0.2875
C -0.839 0.961 -1.469 -1.2344 -0.4818 -0.6053
C -1.998 1.066 -0.464 0.2984 0.3409 -0.3035
C -1.294 -0.931 1.316 0.0097 0.4238 -0.2679
C 0.470 -0.574 2.508 0.3472 -0.0244 0.1916
H 3.535 -1.436 -2.816 0.1261 0.0120 0.0396
H 3.554 -0.282 -1.462 0.0028 -0.1335 -0.0412
H 4.274 0.162 -2.981 0.6919 0.2738 -0.3871
H 2.003 0.087 -4.093 0.0540 -0.0257 0.1463
H 1.329 -0.415 -2.537 0.1928 0.4927 -0.2883
H 2.791 2.222 -3.163 0.0513 -0.0501 0.1990
H 2.100 1.819 -1.579 0.1721 0.0584 0.0977
H 0.794 3.356 -3.381 0.1206 0.0112 -0.1414
H 0.235 1.787 -3.955 0.1146 0.0580 -0.0133
H -0.073 2.926 -1.118 -0.1309 -0.1778 -0.4963
H -1.334 2.866 -2.376 0.4345 -0.2743 0.1973
H -1.180 0.284 -2.304 0.4642 0.6276 0.6478
H -0.032 0.475 -0.949 0.5302 -0.2021 0.0404
H -2.874 1.506 -0.963 0.1419 -0.0987 0.2727
H -1.688 1.711 0.367 -0.2753 -0.1497 -0.0974
H 1.615 1.035 2.819 0.0986 -0.2754 0.1888
H 1.954 -0.285 3.884 -0.0120 0.1276 -0.0878
N -1.316 -2.105 1.868 0.2406 -0.1073 0.2352
N 1.577 0.040 3.009 -0.1178 0.1756 -0.1211
N -0.308 -0.014 1.627 -0.4068 -0.4122 -0.0513
S -2.578 -0.522 0.179 0.1250 0.0427 0.0943
S -0.008 -2.186 2.912 -0.2680 0.1629 -0.2377
```
Forces are in eV/Å.

As for the relative energy (zero: lowest compared OMol25 entry of this formula, charge and spin): 3.8 kcal per mole. Its calculated total energy is -35750.2351 eV. The spin multiplicity is 1. The LUMO energy is 0.471 eV. The value obtained for the HOMO-LUMO gap is 8.78 eV.

Record 3
# C9H17N5

An isolated ion of composition C9H17N5 and charge +2 in a non-equilibrium geometry (ωB97M-V/def2-TZVPD, the OMol25 dataset).

```
31
Properties=species:S:1:pos:R:3:forces:R:3
H -0.971 2.969 0.363 0.5338 0.0429 -2.0312
N -0.846 2.755 -0.697 0.9400 0.0549 6.4064
C -0.248 1.643 -0.791 0.7434 0.0360 0.5674
C -0.130 0.962 -2.058 -0.8024 0.2469 -2.4297
C -0.999 1.078 -3.124 2.3311 -1.4657 -0.3251
C -2.162 1.957 -3.131 2.6865 1.3990 2.4345
N -3.339 1.658 -3.535 -2.7522 -0.5524 -1.4175
N -1.877 3.107 -2.538 -3.3822 0.9853 -4.5627
N 0.363 0.995 0.304 0.0660 -0.8527 0.9594
C 1.608 0.950 0.597 -1.8529 0.9617 -2.1726
C 2.050 0.047 1.676 0.4568 -0.1419 0.3907
N 3.301 -0.002 1.974 1.6570 0.1961 0.5956
C 1.097 -0.894 2.246 1.0115 -0.8055 -2.0539
C 1.236 -2.240 1.403 -3.0118 0.3104 3.3544
C 0.046 -3.080 1.881 -1.2707 1.8653 1.3106
H 0.817 0.455 -2.136 -0.0891 -0.6504 -0.5788
H -0.724 0.652 -4.150 -0.4410 0.2154 1.7504
H -3.650 0.739 -3.813 0.5915 -0.2447 -0.0528
H -4.087 2.335 -3.672 0.4217 0.1314 0.3163
H -0.980 3.388 -2.180 -0.0118 -0.0486 -0.5075
H -2.536 3.852 -2.773 0.1627 0.1048 0.6267
H 2.255 1.498 -0.099 0.7980 -0.2372 0.6988
H 3.656 -0.716 2.689 -0.5282 1.5223 -1.3251
H 3.981 0.695 1.561 -0.8228 -1.3106 0.6728
H 1.270 -1.175 3.250 0.3809 0.0039 1.1382
H 0.141 -0.465 2.117 -1.2490 0.1120 -0.0313
H 0.967 -2.277 0.404 0.6819 0.9946 -2.3521
H 2.042 -2.820 1.703 2.1710 -0.4010 -0.0034
H 0.184 -4.028 1.520 -0.2763 -2.3600 -1.4635
H -0.885 -2.577 1.602 0.0081 -0.5096 -0.6419
H -0.156 -3.258 2.929 0.8488 0.3973 0.7268
```
Forces are in eV/Å.

As for the net charge: +2. As for the relative energy (zero: lowest compared OMol25 entry of this formula, charge and spin): 41.4 kcal per mole. Its calculated total energy is -17040.4888 eV. The spin multiplicity is 1. The LUMO energy is -8.197 eV. The value obtained for the HOMO-LUMO gap is 8.02 eV.

Record 4
# C9H17N6O14P2PtS2

C9H17N6O14P2PtS2 as an isolated structure (ωB97M-V/def2-TZVPD, the OMol25 dataset).

```
51
Properties=species:S:1:pos:R:3:forces:R:3
Pt -0.317 -0.123 -0.080 -0.6930 -0.2271 0.3426
O 3.785 2.640 -1.367 0.1914 0.2476 0.2014
S 2.761 2.433 -0.415 -0.3784 -0.5750 -0.1422
O 2.935 1.669 0.756 0.0336 -0.1284 0.0727
O 1.773 -0.411 1.938 0.0181 0.0559 -0.0022
C 1.759 3.836 -0.161 -0.1515 0.1549 -0.1615
C 1.729 4.629 0.975 0.1063 0.2273 -0.2473
C 0.888 5.748 0.938 0.0493 -0.0536 0.1365
C 0.103 6.015 -0.162 -0.0887 0.0688 -0.0639
C 0.076 5.168 -1.272 -0.0339 -0.1070 -0.1131
C 0.908 4.079 -1.243 0.2087 -0.2665 0.4263
S 0.915 2.712 -2.376 -0.4194 0.5857 -0.6543
O -0.439 2.350 -2.688 -0.0152 -0.2268 0.3047
O 1.804 2.908 -3.460 0.1227 -0.0059 0.0463
O 1.490 1.651 -1.327 0.5273 0.2291 0.0319
H 2.451 4.991 2.701 -0.0204 -0.0243 0.0071
H 0.851 6.405 1.799 -0.0027 -0.0005 0.0007
H -0.537 6.887 -0.145 -0.0018 -0.0018 -0.0201
H -0.597 5.338 -2.100 -0.0108 0.0205 0.0039
N 1.402 -0.571 4.283 -0.0851 0.0939 0.0971
C 0.771 -0.493 2.895 0.0565 0.0067 -0.0741
C 2.858 -1.354 1.964 0.0211 -0.0566 -0.0347
P -0.093 1.244 2.796 -0.1030 -0.0349 -0.0588
O -1.507 0.856 3.495 -0.0588 0.1088 0.0300
O 2.504 4.310 2.019 0.0981 0.0548 0.0018
O -0.394 1.350 1.251 0.2775 0.0719 -0.0896
P -0.313 -1.965 2.638 0.0280 0.0349 0.0523
O -1.156 -1.936 4.023 0.0083 0.0290 -0.0180
O 0.477 -3.208 2.553 -0.0202 0.0047 -0.0615
O -1.210 -1.456 1.531 0.0015 -0.2278 -0.1336
H 1.990 0.250 4.454 -0.0118 -0.0285 -0.0206
H 1.956 -1.425 4.383 -0.0183 -0.0038 -0.0094
H 0.647 -0.593 4.974 -0.0198 -0.0339 -0.0156
H 3.610 -1.028 2.690 -0.0095 -0.0282 0.0150
H 3.306 -1.322 0.977 0.0170 0.0433 -0.0058
H 2.506 -2.365 2.163 -0.0114 0.0037 0.0112
H -2.021 0.208 2.986 0.0465 -0.0937 0.0821
H -1.319 -2.837 4.334 0.0334 -0.0148 0.0246
N -2.035 0.445 -1.430 0.5347 0.1632 0.0168
N -2.206 -0.641 -2.301 -0.1559 0.0448 -0.1134
C -1.244 -1.585 -2.422 -0.0470 -0.1724 0.0391
N -1.371 -2.466 -3.402 0.0062 0.0825 -0.0032
N -0.269 -1.543 -1.508 0.0040 0.0631 -0.0059
N 0.793 -2.446 -1.542 0.0398 0.0024 0.0825
O 1.639 -2.238 -0.715 0.0238 0.0110 0.0071
O 0.803 -3.342 -2.364 0.0176 -0.0656 -0.0324
H -2.892 0.638 -0.926 0.0254 -0.1442 0.0956
H -1.684 1.263 -1.931 -0.1443 0.0920 -0.0646
H -2.850 -0.523 -3.069 0.0244 0.0370 0.0064
H -2.143 -2.414 -4.043 -0.0010 -0.0109 -0.0074
H -0.675 -3.194 -3.484 -0.0191 -0.0052 0.0175
```
Forces are in eV/Å.

As for the net charge: +1. As for the relative energy (zero: lowest compared OMol25 entry of this formula, charge and spin): 63.0 kcal per mole. Its calculated total energy is -90700.6488 eV. The spin multiplicity is 1. The LUMO energy (spin up / spin down) is -3.398 / -3.397 eV. The value obtained for the HOMO-LUMO gap (spin up / spin down) is 7.80 / 7.80 eV.

- Look up the calculated total energy of the first one.
  -16118.0755 eV